Molecular formula: C57H124N4O19S6
Method: DFT, ωB97M-V/def2-TZVPD

Summary:
max |F| = 0.0986 Eh/bohr
total charge = +1
Kohn-Sham gap (alpha / beta) = 7.5 / 3.2 eV
2S+1 = 2
electronic energy = -170973.744 eV
<S²> = 0.754
highest occupied orbital energy (alpha / beta) = -9.502 / -9.502 eV

The geometry in XYZ format:
```
210
Properties=species:S:1:pos:R:3:forces:R:3
C 2.03475 3.33080 1.61532 -0.1 0.4 0.2
C 2.57243 4.77702 1.82292 0.9 -0.8 -0.3
C 4.10860 4.81807 1.41157 -0.5 0.3 0.6
C 4.66001 6.19163 1.00506 -1.3 -0.1 -0.9
C 3.70173 6.85957 -0.03928 1.7 0.5 1.1
C 2.28275 6.99637 0.47626 -0.4 -1.6 -0.9
N 1.81907 5.58083 0.88111 1.4 1.8 -1.8
O 0.48287 5.63906 1.24372 -0.9 0.1 0.5
C 2.09896 8.08048 1.54101 -0.9 -0.6 0.0
C 1.49660 7.38593 -0.81718 -0.9 0.4 0.5
C 2.48930 5.29893 3.25855 1.1 -0.4 0.5
H 2.05961 3.02724 0.56875 0.3 0.3 -0.1
H 0.97332 3.31542 1.86280 0.0 -0.1 0.3
H 2.54317 2.55033 2.18142 0.2 0.2 0.3
H 4.66361 4.52040 2.30122 0.0 -0.3 0.1
H 4.33545 4.06252 0.65937 -0.3 0.1 -0.3
H 5.67185 6.09109 0.61239 0.0 0.0 -0.1
H 4.72542 6.86230 1.86181 0.0 0.0 0.1
H 3.75860 6.45024 -1.04791 -0.1 -0.7 0.2
H 4.08077 7.86979 -0.19386 0.0 0.3 0.0
H 2.71149 8.01037 2.43988 0.6 0.3 -0.5
H 2.10377 9.03474 1.01425 0.3 0.2 0.5
H 1.11061 7.93434 1.97679 -0.3 0.2 -0.3
H 1.82933 8.33350 -1.24084 0.6 0.0 0.1
H 1.53336 6.64469 -1.61550 0.2 -0.2 0.2
H 0.44280 7.61328 -0.65625 -0.2 -0.4 0.4
H 3.13510 6.17703 3.25785 -0.8 0.6 0.3
H 3.06672 4.69968 3.96253 0.0 -0.8 -0.2
H 1.52048 5.38519 3.75054 -0.1 0.5 -0.6
H 0.06203 5.20608 0.49738 -0.4 -0.3 -0.1
C -6.85831 -1.32032 -3.97294 -0.2 -0.2 -0.5
C -5.89040 -0.45462 -3.13590 1.3 0.0 -1.5
C -4.99250 0.48795 -4.07563 -0.7 -1.1 0.4
C -5.77565 1.63057 -4.71539 1.0 -0.1 2.9
C -6.15363 2.52876 -3.49093 -1.2 -0.5 -1.2
C -7.17072 1.82825 -2.51714 0.3 0.6 -1.0
N -6.63104 0.44613 -2.17390 -1.2 -0.7 -1.0
O -7.29497 -0.23104 -1.16977 0.3 1.1 -1.9
C -7.27969 2.61160 -1.21251 -0.3 -0.2 0.4
C -8.58174 1.73793 -3.22655 0.7 -1.1 -0.2
C -4.90176 -1.39304 -2.37285 -1.6 0.6 0.7
H -6.31077 -2.09351 -4.51189 0.7 0.0 0.4
H -7.32188 -0.82389 -4.82544 -0.4 0.5 0.4
H -7.58737 -1.88067 -3.38762 -0.1 0.4 0.2
H -4.19648 0.77465 -3.38842 0.1 0.8 -0.2
H -4.46984 -0.05163 -4.86543 -0.3 -0.8 0.2
H -6.70806 1.26995 -5.14975 0.3 0.1 -0.4
H -5.12345 2.15469 -5.41399 -0.4 0.1 -0.1
H -6.67676 3.31985 -4.02816 -0.2 0.6 1.0
H -5.34853 2.93452 -2.87832 0.3 -0.1 -0.5
H -8.19733 2.27387 -0.73086 0.2 0.2 0.5
H -6.40864 2.48715 -0.56918 0.0 -0.4 0.1
H -7.33199 3.69496 -1.32065 -0.2 -0.1 -0.7
H -9.39692 1.44315 -2.56575 0.1 0.6 0.3
H -8.74161 2.64827 -3.80433 -0.2 0.2 0.6
H -8.62153 0.96398 -3.99306 0.4 -0.2 0.0
H -5.40396 -2.27930 -1.98498 -0.2 -0.1 -0.2
H -4.63955 -0.84437 -1.46824 1.1 -0.1 -0.1
H -4.09918 -1.72360 -3.03216 0.1 0.4 0.3
H -6.66864 -0.18999 -0.44339 0.4 -0.3 1.3
C -2.96651 0.04771 4.12066 0.6 0.1 -0.8
C -3.63136 -1.27695 3.83470 -2.1 -1.6 0.7
C -4.70855 -1.40196 4.99909 0.8 1.2 -0.2
C -5.95973 -0.60621 4.76197 -1.7 -2.1 0.2
C -6.66604 -1.16710 3.53969 0.7 1.3 0.5
C -5.74950 -0.94976 2.32272 -1.5 0.5 -1.2
N -4.37550 -1.38876 2.54472 -0.9 -0.3 0.8
O -3.60396 -1.20038 1.38665 -0.2 2.0 0.4
C -6.33822 -1.95464 1.31906 -0.1 -0.4 0.0
C -5.85506 0.55872 1.71418 1.0 -0.9 0.6
C -2.83642 -2.58246 3.91321 1.3 0.5 0.6
H -2.75378 0.08274 5.18913 0.1 0.4 -0.2
H -3.67858 0.80991 3.80427 0.0 0.3 0.5
H -2.06108 0.24855 3.54799 0.2 -0.3 0.0
H -4.91582 -2.43827 5.26592 -0.4 0.0 -0.5
H -4.40416 -0.95734 5.94659 1.2 -0.2 -0.1
H -5.94482 0.48367 4.76849 0.5 -0.1 0.0
H -6.57749 -0.98731 5.57512 -0.4 0.9 0.5
H -7.64237 -0.68433 3.49700 0.0 0.3 -0.8
H -6.92421 -2.21642 3.68245 0.5 -0.2 0.0
H -5.85990 -1.91023 0.34062 -0.1 -0.2 -0.1
H -6.19914 -2.93959 1.76474 0.5 0.0 -0.3
H -7.42658 -1.96427 1.26006 -0.2 0.8 -0.4
H -5.53701 0.51978 0.67234 0.1 -0.1 -0.3
H -6.75520 1.16832 1.79316 -0.4 -0.6 0.2
H -5.06468 1.17377 2.14445 0.1 0.0 0.2
H -3.38431 -3.42893 4.32722 -0.6 0.1 -0.4
H -2.05856 -2.46006 4.66692 0.5 0.1 -0.2
H -2.40639 -2.87814 2.95626 0.2 0.2 0.2
H -3.46212 -2.05687 0.97690 0.2 -0.8 0.2
C 2.72679 -2.08296 0.72775 -0.5 -0.3 -0.1
C 1.32825 -1.40076 0.66134 -0.4 -0.2 0.5
C 1.52738 0.14723 0.48853 -0.3 -1.0 -0.3
C 1.89999 0.57028 -0.95413 -1.3 -0.8 0.6
C 0.79816 0.03946 -1.87342 0.4 -1.0 -0.9
C 0.57020 -1.48670 -1.81901 -0.6 -0.6 -0.4
N 0.38030 -1.89494 -0.41663 0.5 1.6 0.4
O 0.06762 -3.26620 -0.36270 1.0 -0.3 0.1
C -0.81387 -1.76421 -2.49164 0.2 -0.2 0.2
C 1.68955 -2.27528 -2.58539 0.2 0.2 -0.2
C 0.59558 -1.58837 2.03464 0.5 -1.7 -0.9
H 2.69439 -3.13694 0.45172 -0.2 0.0 -0.8
H 3.15027 -2.23743 1.72018 -0.3 0.9 0.3
H 3.42577 -1.48493 0.14303 0.2 -0.5 -0.1
H 0.55444 0.50736 0.82288 0.1 0.7 -0.2
H 2.28411 0.37184 1.24020 0.0 0.4 -0.1
H 2.84241 0.07493 -1.18775 0.1 0.2 -0.3
H 1.95886 1.63799 -1.16538 0.3 0.1 0.6
H 1.04835 0.22309 -2.91831 0.3 0.2 -0.1
H -0.17876 0.51596 -1.79180 0.1 0.3 0.7
H -0.93248 -2.84122 -2.61033 -0.1 0.1 -0.3
H -1.62367 -1.42582 -1.84526 0.1 0.1 0.4
H -0.98485 -1.26579 -3.44581 0.5 -0.2 -0.1
H 1.58133 -3.35697 -2.66493 -0.4 -0.1 0.8
H 1.76728 -2.05833 -3.65075 -0.4 0.8 0.0
H 2.68422 -2.08068 -2.18431 0.0 0.1 0.3
H 0.48278 -2.66179 2.18679 0.0 -0.3 -0.1
H -0.43878 -1.24716 2.07672 0.2 0.8 -0.1
H 1.24981 -1.35717 2.87526 -0.2 0.7 0.0
H -0.79652 -3.29600 0.05439 -0.4 0.2 0.3
C -3.09986 2.86477 -0.89066 -0.1 -0.8 0.2
S -1.53739 2.35472 -0.02679 -0.1 2.1 0.1
O -0.53671 3.35571 -0.60814 -0.8 -1.0 0.5
C -1.99550 3.05906 1.62549 0.3 -0.5 0.0
H -3.20062 3.94828 -0.95360 0.4 0.0 -0.1
H -4.02384 2.47125 -0.46696 0.2 -0.2 0.6
H -3.04608 2.36739 -1.85907 0.3 0.4 -0.3
H -2.17253 4.12157 1.45865 -0.3 -0.1 0.2
H -1.23123 2.93338 2.39242 0.7 0.1 -0.6
H -2.78005 2.48121 2.11403 -0.7 0.2 -0.6
C 5.88876 1.27883 -1.23580 -0.2 -1.2 1.4
S 5.27573 1.37468 0.48585 -0.2 0.2 0.8
O 5.34919 0.02324 1.22137 0.7 1.8 -1.6
C 6.57763 2.52159 1.14461 0.0 -1.0 0.4
H 6.70278 0.56608 -1.10367 0.4 0.2 -0.6
H 6.17156 2.26558 -1.60244 -0.1 -0.2 0.0
H 5.06043 0.80023 -1.75821 0.2 0.3 -0.4
H 7.52980 2.02616 1.33440 -0.1 -0.5 -0.1
H 6.15885 2.79379 2.11345 0.2 0.4 -0.1
H 6.83521 3.37264 0.51417 -0.7 0.0 -0.1
C -2.96649 -5.52534 -1.00968 0.8 0.7 0.7
S -2.86941 -4.98776 0.79077 -1.1 -0.4 -0.6
O -2.68756 -3.49289 0.80987 0.5 -0.7 -0.8
C -4.62332 -5.19578 1.23690 0.0 -0.2 -0.8
H -1.91207 -5.54871 -1.28489 0.0 -0.2 -0.1
H -3.40311 -4.74969 -1.63884 -0.4 0.0 0.3
H -3.40828 -6.50744 -1.17816 -0.1 0.1 0.3
H -4.84866 -4.61443 2.13097 0.3 -0.3 0.1
H -4.85658 -6.25779 1.31331 0.1 0.0 0.4
H -5.24573 -4.82090 0.42440 0.1 0.2 -0.1
C 2.17892 -1.60963 -6.32674 0.4 0.3 0.5
S 0.37920 -1.49752 -6.57191 -1.3 -0.9 0.1
O -0.30485 -2.57288 -5.72522 0.9 1.2 -0.7
C -0.01783 0.11064 -5.78575 0.8 -0.4 0.6
H 2.73618 -1.72307 -7.25662 -0.5 0.0 -0.2
H 2.39285 -2.49177 -5.72328 -0.3 0.1 0.1
H 2.56964 -0.72402 -5.82563 -0.1 0.0 0.2
H 0.74231 0.84081 -6.06347 -0.2 0.1 -0.2
H 0.04763 -0.02363 -4.70604 0.1 -0.1 0.0
H -1.03662 0.43756 -5.99384 0.2 -0.2 -0.5
C 9.19627 -1.53786 -0.34530 0.2 -0.8 0.1
S 7.99136 -2.32049 0.83601 0.0 0.0 0.1
O 8.67950 -3.55608 1.31839 0.0 0.4 -0.1
C 6.69235 -2.95948 -0.28291 0.9 0.7 -0.8
H 9.96167 -0.96683 0.18023 -0.4 0.1 0.5
H 8.81670 -0.92893 -1.16582 -0.3 -0.2 0.1
H 9.74585 -2.41518 -0.68644 -0.2 -0.1 -0.5
H 7.14030 -3.42915 -1.15861 0.3 -0.4 0.2
H 6.13360 -2.12741 -0.71136 -0.4 0.0 0.5
H 6.11308 -3.68540 0.28769 -0.1 0.3 0.0
C 3.55894 -5.77615 -1.38652 0.2 0.8 1.1
S 2.31535 -6.59346 -0.22622 1.1 -0.4 -1.5
O 2.75041 -8.05114 -0.17393 -0.9 1.8 -0.2
C 0.90654 -6.39604 -1.39272 -0.1 -0.9 -0.4
H 3.70201 -6.15830 -2.39726 -0.2 -0.7 0.4
H 4.47467 -5.76607 -0.79539 0.3 -0.8 -0.2
H 3.45238 -4.69818 -1.50784 -1.0 0.2 0.2
H 0.63162 -5.38146 -1.68109 0.5 0.3 0.5
H 0.02316 -6.88950 -0.98746 0.1 0.0 0.3
H 1.15834 -6.93852 -2.30399 0.2 -0.1 0.0
C 5.70504 -1.39713 3.95548 0.9 0.5 -3.5
C 4.76200 -0.21885 3.96757 -0.2 -0.6 0.5
O 4.10892 -0.51790 5.18127 -2.3 1.0 1.2
C 4.47879 -1.67999 5.72626 -2.7 0.1 4.3
O 4.02383 -2.19549 6.74570 0.5 1.4 -2.3
O 5.47581 -2.15151 5.09732 3.1 -1.7 -1.2
H 6.69606 -0.98370 3.76822 0.5 -0.8 0.8
H 5.45492 -2.00485 3.08588 0.2 -0.2 0.0
H 4.07209 -0.23746 3.12391 0.0 0.1 0.3
H 5.25879 0.74777 4.05103 -0.1 0.0 0.0
C 2.85357 4.25345 -2.86679 -0.5 2.2 1.5
C 1.52278 4.02513 -3.46875 -1.2 0.7 -1.0
O 1.67254 2.77057 -4.07384 0.6 -2.7 -1.3
C 2.89173 2.22425 -3.80389 1.3 -1.3 1.4
O 3.41171 1.14835 -4.07540 -2.2 2.3 -0.3
O 3.53329 3.06202 -2.93865 0.7 -1.3 -0.8
H 2.61463 4.48683 -1.82923 0.9 0.4 0.3
H 3.36174 5.05834 -3.39785 0.4 0.0 0.3
H 1.30047 4.73802 -4.26277 -0.1 0.1 0.0
H 0.69442 4.04307 -2.76052 0.0 -0.4 0.1
C 5.10500 -4.91777 3.28529 2.4 -0.8 -1.3
C 4.54774 -6.17045 3.90191 1.4 -0.7 -1.2
O 3.26217 -5.76025 4.25377 -0.9 -0.8 1.1
C 2.96218 -4.63922 3.60272 -3.6 0.8 0.8
O 1.86481 -4.11791 3.58541 1.4 -0.9 0.1
O 3.99849 -4.16252 2.98278 -0.2 2.1 -0.5
H 5.45515 -5.15108 2.27978 1.1 -0.1 0.3
H 5.85552 -4.40373 3.88577 -0.2 0.3 -0.1
H 5.20345 -6.61533 4.65038 -0.7 0.4 0.7
H 4.53245 -6.90181 3.09384 -0.6 -0.4 0.1
```
Positions in Å, forces in eV/Å.